1.
{"formula": "C22H24N2OPZr", "method": "ωB97M-V with the def2-TZVPD basis set", "elements": ["Zr", "P", "O", "N", "N", "C", "C", "C", "C", "C", "C", "C", "C", "C", "C", "C", "C", "C", "C", "C", "C", "C", "C", "C", "C", "C", "C", "H", "H", "H", "H", "H", "H", "H", "H", "H", "H", "H", "H", "H", "H", "H", "H", "H", "H", "H", "H", "H", "H", "H", "H"], "coordinates": [[0.13, 0.65, 0.21], [-1.68, 2.34, -0.83], [-0.41, -1.07, -0.91], [2.20, -0.42, 0.56], [-0.88, 0.52, 2.25], [-4.89, 0.75, -2.86], [1.17, -0.84, 2.85], [-3.40, 5.81, 0.31], [-2.63, -0.10, -1.55], [1.91, -1.43, 1.65], [-2.26, 6.23, -1.77], [-3.41, -1.05, -2.23], [-4.55, -0.61, -2.87], [-1.40, -0.29, -0.87], [-0.36, -0.78, 2.82], [1.02, 2.37, -1.37], [-3.05, 6.68, -0.72], [-2.96, 1.28, -1.56], [-1.82, 4.92, -1.81], [2.10, 1.72, -3.41], [0.85, 1.47, -3.97], [-4.09, 1.71, -2.23], [2.19, 2.18, -2.10], [-0.26, 2.15, -1.94], [-2.17, 4.05, -0.77], [-2.96, 4.50, 0.30], [-0.31, 1.66, -3.24], [-0.76, -0.89, 3.83], [-1.27, 1.45, -3.70], [-1.22, 4.59, -2.64], [2.55, -0.92, -0.25], [-0.69, 1.28, 2.91], [-5.78, 1.07, -3.37], [-2.00, 6.91, -2.57], [-3.13, -2.10, -2.22], [-0.78, -1.60, 2.22], [1.44, -1.46, 3.71], [1.10, 2.90, -0.40], [0.79, 1.12, -5.00], [3.15, 2.41, -1.66], [2.98, 0.17, 0.87], [-3.40, 7.70, -0.70], [3.00, 1.58, -4.00], [-3.24, 3.84, 1.11], [-5.19, -1.31, -3.38], [-4.02, 6.16, 1.13], [-1.90, 0.48, 2.17], [1.59, 0.15, 3.12], [-4.35, 2.75, -2.27], [2.86, -1.86, 1.97], [1.33, -2.23, 1.19]], "e_tot_ev": -38774.5297, "multiplicity": 1, "orbital_gap_ev": 6.22, "e_homo_ha": -0.64253, "charge": 3, "e_lumo_ev": -11.3, "e_above_lowest_kcal_mol": 13.6}

2.
{"formula": "CH2F4N3P3", "method": "ωB97M-V with the def2-TZVPD basis set", "elements": ["P", "P", "P", "F", "F", "F", "F", "N", "N", "N", "C", "H", "H"], "coordinates": [[0.36, -0.60, -0.19], [-0.34, 0.73, 2.87], [0.37, 2.43, 0.42], [2.09, -2.34, 1.56], [2.49, -0.35, 1.90], [-1.90, 0.36, 2.88], [1.47, -1.48, 3.35], [-0.26, 1.86, 1.75], [0.98, 1.07, -0.35], [0.34, -0.87, 1.43], [1.49, -1.27, 2.00], [1.44, 1.17, -1.30], [-1.09, -0.08, -0.15]], "e_tot_ev": -44277.3390, "multiplicity": 1, "orbital_gap_ev": 8.11, "e_homo_ha": -0.34026, "e_lumo_ev": -1.1, "e_above_lowest_kcal_mol": 22.6}

3.
{"formula": "C45H109N7O13", "method": "ωB97M-V with the def2-TZVPD basis set", "elements": ["O", "O", "O", "O", "O", "O", "O", "O", "O", "O", "O", "O", "O", "N", "N", "N", "N", "N", "N", "N", "C", "C", "C", "C", "C", "C", "C", "C", "C", "C", "C", "C", "C", "C", "C", "C", "C", "C", "C", "C", "C", "C", "C", "C", "C", "C", "C", "C", "C", "C", "C", "C", "C", "C", "C", "C", "C", "C", "C", "C", "C", "C", "C", "C", "C", "H", "H", "H", "H", "H", "H", "H", "H", "H", "H", "H", "H", "H", "H", "H", "H", "H", "H", "H", "H", "H", "H", "H", "H", "H", "H", "H", "H", "H", "H", "H", "H", "H", "H", "H", "H", "H", "H", "H", "H", "H", "H", "H", "H", "H", "H", "H", "H", "H", "H", "H", "H", "H", "H", "H", "H", "H", "H", "H", "H", "H", "H", "H", "H", "H", "H", "H", "H", "H", "H", "H", "H", "H", "H", "H", "H", "H", "H", "H", "H", "H", "H", "H", "H", "H", "H", "H", "H", "H", "H", "H", "H", "H", "H", "H", "H", "H", "H", "H", "H", "H", "H", "H", "H", "H", "H", "H", "H", "H"], "coordinates": [[-6.12, -0.26, -7.27], [8.08, 0.39, -3.00], [-3.11, 7.01, 2.32], [3.62, 1.23, -5.03], [2.23, 0.64, 1.71], [-4.02, -4.94, -3.41], [-2.86, -0.40, -2.37], [6.33, 2.26, 2.16], [-1.86, -9.23, 2.68], [-2.55, -4.84, 0.73], [4.97, -1.95, 1.02], [-3.23, 2.91, 5.25], [-4.38, -0.60, 1.48], [-1.98, -0.41, 4.33], [-1.76, 6.77, 1.97], [-5.27, -3.47, -6.69], [-0.66, -6.57, 2.23], [8.17, 2.41, -0.88], [-0.61, -0.26, -0.39], [5.42, -0.13, -2.12], [8.65, 1.03, -0.77], [-0.86, -5.16, 2.47], [5.54, -1.26, -1.23], [0.68, -0.36, 0.25], [0.89, 0.77, 1.26], [-4.77, -0.32, -7.63], [-2.38, 6.84, -0.36], [-3.89, -0.90, -1.55], [-6.27, -2.49, -6.22], [-1.23, -4.53, 1.13], [-2.26, 0.77, -1.92], [4.45, -1.34, -0.16], [-5.23, 0.42, 1.96], [-3.08, -0.72, 2.04], [-2.18, 4.62, 0.73], [-2.94, -4.21, -0.46], [-6.79, -1.53, -7.29], [6.95, 2.76, -0.20], [-3.02, -1.04, 3.56], [-1.27, 5.13, 3.86], [-0.10, 6.03, 0.41], [-0.77, 0.55, -1.57], [-4.49, -3.93, -4.27], [-1.15, 7.53, 4.28], [2.37, 1.78, -4.67], [2.73, 1.86, 2.19], [7.26, 2.92, 1.32], [9.13, 0.43, -2.08], [-4.02, 3.55, 6.21], [-0.52, -8.88, 2.90], [-5.07, -5.79, -2.96], [-3.06, 1.52, 5.49], [4.44, -0.22, -3.19], [-2.04, -10.64, 2.56], [-0.93, 6.46, 3.16], [3.97, -2.01, 2.02], [-1.62, 6.06, 0.71], [0.76, 5.58, 1.56], [-4.99, -4.42, -5.63], [4.56, 1.08, -3.99], [-2.02, 1.04, 4.47], [8.37, -0.24, -4.26], [0.56, 6.51, 2.75], [-0.44, -7.41, 3.40], [6.69, 0.94, 2.48], [-4.92, 1.39, 1.57], [6.55, 0.21, 1.66], [-5.80, -5.12, -5.47], [-2.20, 7.41, 4.57], [2.28, 2.77, -5.14], [-0.30, 1.51, -1.38], [3.86, -1.08, 2.58], [-4.14, -5.04, -5.94], [9.15, 0.36, -4.74], [-4.50, 0.65, -8.05], [8.22, 2.75, -1.83], [-1.06, -0.74, 4.11], [-2.85, -3.12, -0.38], [3.42, -0.38, -2.82], [-5.49, -6.42, -3.75], [-5.29, -3.32, -3.81], [2.23, 1.98, -3.61], [1.59, 1.12, -5.04], [6.58, 3.74, -0.52], [-3.70, 3.29, 7.23], [4.74, -1.03, -3.87], [-0.63, 4.88, 4.71], [-3.11, 7.92, 2.63], [-3.08, -10.82, 2.29], [-0.85, -3.51, 1.00], [5.48, -2.19, -1.82], [-1.24, -7.38, 4.15], [-2.86, -2.12, 3.63], [-2.71, 1.29, 6.50], [-2.49, -1.37, 1.40], [7.23, 3.97, 1.61], [-2.66, 0.29, 1.91], [7.76, 0.92, 2.73], [-1.01, 4.31, 3.18], [0.50, 4.56, 1.81], [-5.07, 3.24, 6.11], [4.60, 2.01, -3.40], [-1.88, 6.82, -1.33], [0.20, 0.65, 2.11], [-5.85, -1.88, -5.41], [7.45, -0.11, -4.82], [1.04, 6.08, 3.64], [8.69, -1.26, -4.08], [-4.37, -1.78, -1.98], [-3.96, -4.42, -0.78], [-4.06, -0.50, -6.81], [-4.51, -2.84, -6.95], [4.04, -0.34, 0.03], [-6.67, -1.92, -8.31], [6.54, -1.40, -0.81], [-1.81, -11.09, 3.53], [3.60, -1.91, -0.54], [0.07, 5.37, -0.46], [-4.55, -0.07, -1.29], [0.92, 7.54, 2.67], [-2.50, 4.24, -0.24], [6.08, 2.13, -0.42], [-5.32, 0.32, 3.04], [3.02, -2.47, 1.75], [0.82, -1.33, 0.73], [6.11, 0.59, 3.33], [7.94, 0.34, -0.30], [-0.41, 0.06, -2.48], [-1.03, 1.31, 4.83], [-2.38, 7.89, -0.07], [-2.76, 1.23, -1.06], [0.13, -8.93, 2.03], [1.78, 5.71, 1.18], [9.54, 1.12, -0.13], [-3.99, -0.75, 3.94], [-3.99, 4.64, 6.27], [-2.44, -4.66, -1.33], [-2.21, 1.50, 3.49], [9.68, -0.50, -1.86], [-3.49, -1.31, -0.62], [2.81, 2.63, 1.40], [0.05, -4.72, 2.87], [-1.20, 8.52, 3.83], [-0.65, -5.01, 0.32], [-1.27, -1.02, -0.36], [2.12, 2.46, 2.88], [-5.81, -5.08, -2.56], [-0.40, 7.37, 5.04], [-4.72, -6.51, -2.22], [8.27, 2.54, 1.48], [6.32, 0.22, -2.44], [-3.44, 6.59, -0.36], [1.53, -0.29, -0.44], [-2.32, 5.03, 4.14], [-1.73, -4.96, 3.11], [-7.83, -1.24, -7.12], [5.54, 1.04, -4.47], [-2.96, 4.58, 1.50], [-7.17, -2.95, -5.81], [-3.70, -3.18, -4.38], [-2.28, 1.55, -2.69], [-1.31, -11.00, 1.83], [9.99, 1.03, -2.42], [3.72, 1.74, 2.61], [0.15, 6.93, -0.18], [4.31, -2.76, 2.75], [-1.50, 3.85, 1.11], [0.58, 1.75, 0.88], [0.47, -7.20, 3.97], [-4.53, -1.11, -8.35], [-0.12, -9.49, 3.72], [-6.21, 0.25, 1.51], [-4.06, 1.09, 5.41], [-1.36, -7.02, 1.66]], "e_tot_ev": -85467.9297, "multiplicity": 1, "orbital_gap_ev": 8.67, "e_homo_ha": -0.29840, "e_lumo_ev": 0.6, "smiles": "CC1(C)CCCC(C)(C)N1O.COCCNCCOC.COCCNCCOC.COCCNCCOC.COCCNCCOC.COCCNCCOC.COCCNCCOC", "e_above_lowest_kcal_mol": 63.4}

4.
{"formula": "C26H29CoN8OSi", "method": "ωB97M-V with the def2-TZVPD basis set", "elements": ["Co", "Si", "O", "N", "N", "N", "N", "N", "N", "N", "N", "C", "C", "C", "C", "C", "C", "C", "C", "C", "C", "C", "C", "C", "C", "C", "C", "C", "C", "C", "C", "C", "C", "C", "C", "C", "C", "H", "H", "H", "H", "H", "H", "H", "H", "H", "H", "H", "H", "H", "H", "H", "H", "H", "H", "H", "H", "H", "H", "H", "H", "H", "H", "H", "H", "H"], "coordinates": [[0.19, 0.54, -0.23], [-1.05, 1.44, 2.71], [-1.09, -1.35, -0.71], [0.24, 1.19, -4.48], [0.75, 2.70, -0.37], [0.12, 0.88, -2.34], [0.68, 2.35, -3.95], [2.11, -0.24, 0.18], [-0.95, 0.11, 1.46], [1.50, -2.34, 0.99], [1.73, 5.24, -1.00], [-1.33, -3.37, -4.33], [-2.46, -3.03, 0.36], [2.45, -1.40, 0.77], [1.54, 4.85, 0.25], [-1.20, -2.07, -1.92], [-2.27, 1.25, 4.10], [-2.38, -2.56, -3.92], [0.59, 2.12, -2.67], [-2.32, -1.89, -2.70], [-0.22, -3.54, -3.51], [1.43, 4.36, -1.95], [0.68, 1.53, 3.40], [-1.61, -1.05, 1.55], [-2.13, -1.61, 2.76], [-3.01, -3.50, 1.56], [-1.76, -1.85, 0.37], [3.78, -1.68, 1.13], [-0.09, 0.32, -3.53], [0.94, 3.10, -1.64], [1.05, 3.59, 0.57], [-1.67, 2.88, 1.70], [-0.15, -2.89, -2.29], [-2.81, -2.80, 2.76], [3.13, 0.63, -0.11], [4.77, -0.78, 0.85], [4.44, 0.41, 0.20], [-1.94, -1.11, 3.69], [-1.41, 3.83, 2.17], [0.20, 1.07, -5.48], [4.00, -2.63, 1.62], [0.59, -4.19, -3.83], [0.77, 0.79, 4.20], [-3.13, -1.25, -2.37], [-3.20, -3.20, 3.68], [-3.25, -2.43, -4.55], [-1.91, 0.62, 4.92], [0.89, 2.50, 3.84], [5.18, 1.14, -0.07], [-1.39, -3.89, -5.28], [5.79, -0.99, 1.13], [-2.58, -3.60, -0.55], [-3.56, -4.43, 1.56], [0.54, -2.14, 0.84], [-2.42, 2.25, 4.51], [0.71, -3.00, -1.64], [2.84, 1.53, -0.63], [1.58, 4.65, -2.98], [-2.77, 2.83, 1.68], [-1.33, 2.91, 0.66], [1.46, 1.30, 2.66], [1.73, -3.15, 1.53], [1.77, 5.56, 1.03], [-0.47, -0.66, -3.73], [-3.24, 0.89, 3.78], [0.91, 3.30, 1.60]], "e_tot_ev": -86894.4373, "multiplicity": 5, "orbital_gap_ev": [8.15, 6.46], "e_homo_ha": [-0.51554, -0.52169], "charge": 2, "e_lumo_ev": [-5.9, -7.7], "e_above_lowest_kcal_mol": 0.0}

5.
{"formula": "C5H7FIN", "method": "ωB97M-V with the def2-TZVPD basis set", "elements": ["I", "F", "N", "C", "C", "C", "C", "C", "H", "H", "H", "H", "H", "H", "H"], "coordinates": [[-4.08, -0.19, -0.21], [-2.21, 1.72, 1.08], [0.17, 0.85, -1.09], [0.25, 0.09, -0.11], [-2.07, 0.63, 0.31], [1.53, -0.60, 0.36], [-0.97, -0.37, 0.70], [-1.00, 1.47, -1.35], [1.62, -0.21, 1.33], [-1.24, -1.36, 0.54], [2.52, -0.51, -0.08], [-1.52, 1.40, -2.38], [-0.95, 2.38, -0.83], [1.33, -1.63, 0.34], [-0.71, -0.13, 1.71]], "e_tot_ev": -17603.7763, "multiplicity": 1, "orbital_gap_ev": 8.68, "e_homo_ha": -0.30428, "e_lumo_ev": 0.4, "e_above_lowest_kcal_mol": 38.2}

6.
{"formula": "C38H68NO14S", "method": "ωB97M-V with the def2-TZVPD basis set", "elements": ["S", "O", "O", "O", "O", "O", "O", "O", "O", "O", "O", "O", "O", "O", "O", "N", "C", "C", "C", "C", "C", "C", "C", "C", "C", "C", "C", "C", "C", "C", "C", "C", "C", "C", "C", "C", "C", "C", "C", "C", "C", "C", "C", "C", "C", "C", "C", "C", "C", "C", "C", "C", "C", "C", "H", "H", "H", "H", "H", "H", "H", "H", "H", "H", "H", "H", "H", "H", "H", "H", "H", "H", "H", "H", "H", "H", "H", "H", "H", "H", "H", "H", "H", "H", "H", "H", "H", "H", "H", "H", "H", "H", "H", "H", "H", "H", "H", "H", "H", "H", "H", "H", "H", "H", "H", "H", "H", "H", "H", "H", "H", "H", "H", "H", "H", "H", "H", "H", "H", "H", "H", "H"], "coordinates": [[-4.39, -0.22, -3.18], [10.34, -1.79, -2.34], [-1.76, 2.78, 7.39], [-1.61, 1.33, 2.43], [8.32, -5.37, -0.82], [-6.42, 6.22, -0.42], [9.21, -1.16, -4.18], [4.48, -4.27, -1.36], [0.27, 2.39, 2.98], [-7.40, 6.86, -2.33], [-3.72, 3.85, 7.26], [-4.99, 0.53, -4.24], [-3.09, 0.23, -2.86], [7.28, -5.76, 1.12], [2.55, -3.85, -2.41], [-5.54, 0.09, -1.84], [0.52, 0.64, -0.04], [-4.51, -1.93, -3.66], [-5.49, -0.88, -0.67], [-6.50, 6.16, -1.61], [0.10, 2.00, -0.59], [11.02, -2.63, -4.53], [-5.92, 5.93, -3.90], [-1.42, 2.01, -0.89], [-7.32, 6.50, -3.72], [2.90, -6.00, -1.34], [0.79, 3.09, 4.13], [-2.79, 3.10, 7.90], [-4.76, 3.09, 9.23], [0.81, -0.38, -1.16], [10.20, -1.83, -3.53], [0.52, -1.81, -0.72], [3.24, -4.59, -1.77], [-6.50, -2.03, -0.86], [-3.26, 2.79, 9.31], [9.23, -1.49, -5.58], [-4.04, -1.66, 1.21], [-4.81, 4.16, 8.15], [-4.47, 1.92, -0.40], [9.67, -5.08, -1.25], [-0.99, 2.00, 3.22], [10.34, -4.46, -0.05], [-5.53, 1.55, -1.43], [9.64, -5.15, 1.11], [-4.11, -1.44, -0.33], [-3.64, 3.17, -0.74], [-0.44, 3.58, 4.88], [-1.46, 2.48, 4.58], [8.27, -5.45, 0.52], [-5.66, 5.30, -2.53], [-2.24, 3.02, -0.11], [5.11, -5.40, -0.70], [10.64, -1.98, -5.86], [3.95, -6.27, -0.26], [9.54, -4.51, 1.99], [-0.78, 4.53, 4.46], [12.08, -2.54, -4.31], [-3.92, -2.41, -0.78], [-0.26, 3.73, 5.94], [0.26, -0.13, -2.07], [3.57, -5.93, 0.71], [-5.46, 2.16, -2.32], [1.43, 3.90, 3.79], [10.70, -2.65, -6.71], [-5.20, 3.41, 10.17], [-7.49, 7.38, -4.33], [-2.74, 3.46, 10.00], [-2.48, 2.86, 4.53], [-5.96, -2.91, -1.20], [10.12, -6.09, 1.39], [-3.88, -2.03, -4.53], [1.24, -2.51, -1.13], [-6.45, -0.06, -2.30], [-1.78, 1.01, -0.65], [-0.25, 0.23, 0.59], [-7.00, -2.27, 0.06], [1.43, 0.75, 0.55], [-5.29, 2.20, 8.90], [-3.49, -2.57, 1.44], [4.22, -7.32, -0.15], [-1.40, 1.66, 5.29], [5.71, -5.05, 0.13], [-4.09, 4.06, -0.31], [-3.56, 3.36, -1.81], [0.52, -1.89, 0.36], [-0.47, -2.14, -1.07], [0.40, 2.80, 0.08], [-6.51, 1.73, -0.99], [-7.24, -1.81, -1.63], [-5.84, -0.33, 0.20], [-4.65, 5.16, 8.55], [-4.61, 5.34, -2.25], [-1.74, 3.98, -0.01], [10.13, -3.39, -0.02], [-8.10, 5.76, -3.93], [1.89, -6.06, -0.96], [3.02, -6.67, -2.20], [-3.28, -0.79, -0.57], [-1.58, 2.13, -1.96], [-6.03, 4.28, -2.47], [9.64, -4.41, -2.10], [-5.03, -1.71, 1.65], [-5.84, 5.23, -4.73], [8.47, -2.26, -5.76], [1.88, -0.35, -1.38], [-5.21, 6.73, -4.07], [0.62, 2.17, -1.53], [-5.74, 4.15, 7.59], [10.70, -3.67, -4.48], [-3.75, 1.14, -0.21], [-2.44, 2.59, 0.87], [-3.53, -0.82, 1.67], [10.14, -6.02, -1.55], [8.97, -0.60, -6.15], [1.39, 2.40, 4.72], [11.42, -4.58, -0.05], [11.30, -1.13, -6.05], [-4.97, 2.16, 0.53], [-5.54, -2.07, -3.97], [-4.30, -2.62, -2.86], [-3.06, 1.75, 9.56], [5.75, -5.90, -1.42]], "e_tot_ev": -81493.1709, "multiplicity": 1, "orbital_gap_ev": 8.59, "e_homo_ha": -0.40527, "charge": 1, "e_lumo_ev": -2.4}

7.
{"formula": "C4H8N3O", "method": "ωB97M-V with the def2-TZVPD basis set", "elements": ["O", "N", "N", "N", "C", "C", "C", "C", "H", "H", "H", "H", "H", "H", "H", "H"], "coordinates": [[-1.35, -1.75, 0.69], [-2.85, 1.22, -0.42], [-0.22, -1.27, 0.78], [-1.93, 0.38, 0.04], [0.84, -0.84, 0.74], [2.15, -0.22, 0.71], [-2.27, -0.84, 0.25], [2.50, 0.38, -0.60], [-3.78, 1.10, -0.77], [2.81, -1.01, 1.17], [1.68, 1.13, -0.98], [-3.19, -1.41, 0.10], [2.52, -0.42, -1.51], [3.50, 0.85, -0.70], [2.12, 0.58, 1.31], [-2.55, 2.12, -0.81]], "e_tot_ev": -10783.0327, "multiplicity": 1, "orbital_gap_ev": 9.63, "e_homo_ha": -0.47360, "charge": 1, "e_lumo_ev": -3.3, "smiles": "CCC#[N+]O/C=N/N", "e_above_lowest_kcal_mol": 167.6}